{
  "formula": "C2H4N4",
  "method": "ωB97M-V/def2-TZVPD",
  "charge": 0,
  "orbital_gap_ev": [9.6, 9.6],
  "homo_energy_ev": [-9.50, -9.50],
  "species": ["C", "N", "C", "N", "N", "N", "H", "H", "H", "H"],
  "positions_angstrom": [[1.30, 0.49, -0.06], [0.12, -0.26, -0.45], [-1.06, -0.88, 0.86], [-2.14, -0.40, 0.79], [-1.86, 0.45, -1.33], [-0.73, 0.31, -1.22], [1.09, 1.32, 0.63], [1.79, 0.88, -0.95], [1.98, -0.21, 0.43], [-0.49, -1.69, 1.29]],
  "lowdin_charge": [-0.0886, -0.1217, -0.2158, 0.0552, 0.2177, -0.1665, 0.0824, 0.0777, 0.0770, 0.0826]
}

{
  "formula": "C2H4N4",
  "method": "ωB97M-V/def2-TZVPD",
  "charge": 0,
  "orbital_gap_ev": 9.7,
  "homo_energy_ev": -8.73,
  "species": ["C", "C", "N", "N", "N", "N", "H", "H", "H", "H"],
  "positions_angstrom": [[0.90, 0.87, 0.41], [0.42, -0.25, -0.44], [-0.49, -1.29, 0.03], [-1.74, -0.64, 0.24], [-1.56, 0.57, 0.23], [-0.34, 0.94, -0.32], [0.88, 0.82, 1.52], [1.60, 1.59, 0.00], [0.99, -0.45, -1.32], [-0.66, -2.16, -0.35]],
  "lowdin_charge": [-0.0812, -0.2893, 0.0353, 0.0103, -0.0137, -0.0822, 0.1212, 0.0983, 0.1211, 0.0804]
}

{
  "formula": "C2H4N4",
  "method": "ωB97M-V/def2-TZVPD",
  "charge": 0,
  "orbital_gap_ev": 9.9,
  "homo_energy_ev": -9.16,
  "species": ["N", "C", "N", "C", "N", "N", "H", "H", "H", "H"],
  "positions_angstrom": [[-1.69, -0.27, -0.28], [-0.34, -0.12, -0.06], [0.53, -1.09, -0.01], [1.72, -0.39, 0.15], [1.64, 0.90, 0.18], [0.28, 1.06, 0.09], [-2.29, 0.40, 0.18], [-2.01, -1.22, -0.15], [2.26, -1.27, -0.23], [-0.11, 1.98, 0.13]],
  "lowdin_charge": [0.1315, -0.4913, 0.0824, -0.2538, 0.0483, 0.0366, 0.0901, 0.0961, 0.1135, 0.1467]
}

| no. | F_max (eV/A) |
| --- | --- |
| 1 | 1.28 |
| 2 | 2.86 |
| 3 | 4.17 |